Entry from the OMol25 dataset: a structure of composition C39H41ClIrP3 at a distorted geometry (ωB97M-V with the def2-TZVPD basis set).

Geometry (Å):
Ir 0.052 -0.015 -0.172
Cl 0.376 -0.070 -2.533
P 0.022 2.302 -0.360
P 0.002 -2.338 -0.253
C 0.134 3.256 1.197
C -1.491 2.995 -1.125
C 1.404 2.953 -1.359
C 1.579 -3.191 -0.624
C -0.543 -3.192 1.270
C -1.173 -2.927 -1.520
C 1.225 4.082 1.491
C 1.273 4.776 2.701
C 0.234 4.654 3.622
C -0.858 3.831 3.333
C -0.906 3.134 2.130
H 2.033 4.187 0.774
H 2.124 5.415 2.920
H 0.273 5.195 4.563
H -1.668 3.727 4.049
H -1.754 2.491 1.910
C 2.690 2.466 -1.086
C 3.788 2.959 -1.786
C 3.608 3.930 -2.774
C 2.328 4.407 -3.057
C 1.227 3.923 -2.350
H 2.811 1.689 -0.336
H 4.781 2.576 -1.572
H 4.463 4.306 -3.329
H 2.184 5.154 -3.833
H 0.231 4.290 -2.579
C -1.922 4.296 -0.822
C -3.066 4.816 -1.425
C -3.790 4.043 -2.334
C -3.365 2.748 -2.638
C -2.223 2.223 -2.036
H -1.368 4.897 -0.107
H -3.393 5.823 -1.182
H -4.684 4.448 -2.801
H -3.926 2.143 -3.345
H -1.884 1.219 -2.274
C -1.736 -3.919 1.335
C -2.119 -4.534 2.528
C -1.313 -4.432 3.661
C -0.119 -3.708 3.601
C 0.263 -3.089 2.414
H -2.364 -4.008 0.454
H -3.048 -5.097 2.568
H -1.612 -4.911 4.588
H 0.511 -3.620 4.481
H 1.188 -2.522 2.373
C 2.572 -2.526 -1.355
C 3.767 -3.175 -1.660
C 3.985 -4.487 -1.236
C 3.001 -5.152 -0.504
C 1.803 -4.509 -0.197
H 2.394 -1.508 -1.688
H 4.532 -2.653 -2.228
H 4.920 -4.988 -1.471
H 3.166 -6.172 -0.166
H 1.044 -5.026 0.382
C -0.945 -4.071 -2.292
C -1.893 -4.479 -3.230
C -3.072 -3.753 -3.399
C -3.303 -2.610 -2.630
C -2.354 -2.194 -1.699
H -0.024 -4.632 -2.170
H -1.706 -5.363 -3.834
H -3.805 -4.071 -4.134
H -4.215 -2.036 -2.765
H -2.507 -1.289 -1.115
H 3.253 -0.071 -4.000
H 2.649 -0.083 -4.433
C 1.520 0.473 2.734
P -0.208 0.059 2.250
C -0.411 -0.079 4.081
C -1.944 -0.155 1.724
H 2.077 -0.428 3.068
H 1.590 1.285 3.492
H 2.037 0.854 1.831
H -0.463 0.930 4.543
H -1.370 -0.591 4.302
H 0.369 -0.696 4.580
H -2.616 0.414 2.398
H -2.085 0.221 0.692
H -2.239 -1.217 1.777

## Properties
* LUMO (alpha / beta): -6.2415 / -9.3080 eV
* <S²>: 6.0151
* spin multiplicity: 5
* highest occupied orbital energy (alpha / beta): -13.6 / -14.0 eV
* net charge: +2

---

Entry from the OMol25 dataset: a structure of composition C33H32F7N4O8S3Y at a distorted geometry (ωB97M-V with the def2-TZVPD basis set).

Geometry (Å):
Y -0.488 1.703 -2.529
F 1.030 3.674 -6.140
C 0.452 2.631 -5.590
F 0.653 1.567 -6.348
F 1.085 2.400 -4.392
S -1.402 2.949 -5.227
O -1.358 3.066 -3.763
O -1.794 4.081 -5.957
N -2.148 1.625 -5.638
S -1.943 0.469 -4.594
O -2.775 0.526 -3.427
O -0.532 0.381 -4.210
C -2.264 -1.099 -5.580
F -1.443 -1.081 -6.612
F -3.510 -1.204 -5.990
F -1.969 -2.134 -4.803
F 2.654 -4.233 -0.677
C 2.797 -3.038 -0.066
C 2.176 -1.972 -0.652
C 2.234 -0.696 -0.076
C 1.532 0.415 -0.681
O 0.892 0.281 -1.765
C 1.566 1.630 0.076
C 2.272 1.712 1.241
N 2.986 0.690 1.747
C 3.672 0.886 3.000
C 4.472 2.138 3.201
C 5.173 0.825 3.059
C 2.950 -0.541 1.131
C 3.601 -1.644 1.691
C 3.550 -2.919 1.132
N 4.221 -3.982 1.697
C 4.636 -4.010 3.078
C 6.112 -4.425 3.156
N 6.375 -5.560 2.212
C 5.120 -6.266 1.848
C 4.218 -5.304 1.079
C 0.614 2.725 -0.365
O -0.169 3.177 0.458
O 0.637 3.017 -1.615
H 1.617 -2.111 -1.566
H 2.269 2.635 1.803
H 3.110 0.496 3.845
H 4.429 2.614 4.167
H 4.547 2.831 2.378
H 5.630 0.388 3.933
H 5.708 0.633 2.143
H 4.153 -1.475 2.597
H 4.010 -4.704 3.652
H 4.533 -3.034 3.544
H 6.355 -4.728 4.175
H 6.754 -3.588 2.881
H 7.051 -6.212 2.625
H 6.790 -5.198 1.345
H 4.651 -6.639 2.759
H 5.347 -7.124 1.213
H 3.211 -5.737 1.035
H 4.588 -5.211 0.053
O -1.678 1.259 -1.037
S -2.368 1.623 0.276
C -3.872 0.559 0.152
C -4.392 0.324 1.531
C -5.672 0.707 1.906
C -6.101 0.501 3.207
C -5.251 -0.075 4.135
C -3.974 -0.468 3.764
C -3.549 -0.269 2.466
C -3.083 3.305 0.049
C -4.315 3.378 -0.779
C -4.246 3.181 -2.156
C -5.397 3.215 -2.923
C -6.624 3.461 -2.325
C -6.694 3.684 -0.959
C -5.549 3.635 -0.187
H -3.498 -0.358 -0.307
H -4.593 1.028 -0.513
H -6.333 1.152 1.179
H -7.100 0.791 3.493
H -5.579 -0.213 5.153
H -3.315 -0.930 4.484
H -2.557 -0.571 2.156
H -2.249 3.869 -0.379
H -3.261 3.639 1.071
H -3.282 3.014 -2.621
H -5.333 3.057 -3.989
H -7.521 3.491 -2.922
H -7.643 3.898 -0.494
H -5.605 3.815 0.877

## Properties
* LUMO: -5.0894 eV
* highest occupied orbital energy: -12.8 eV
* net charge: +2

---

Entry from the OMol25 dataset: an isolated molecule of ClH7N2Si2 at a distorted geometry (ωB97M-V with the def2-TZVPD basis set).

Geometry (Å):
N -0.746 1.579 -1.387
N -0.583 0.511 1.507
Si 1.098 -1.499 -0.087
Si -0.743 -0.029 -0.083
Cl -2.646 -0.549 -0.146
H -0.109 2.216 -0.832
H -0.012 1.289 -2.118
H 0.377 0.811 1.676
H -1.372 1.018 1.792
H 0.699 -2.500 -1.117
H 1.772 -2.288 0.974
H 2.266 -0.560 -0.178

## Properties
* LUMO (alpha / beta): 0.4780 / -3.8527 eV
* <S²>: 2.0117
* spin multiplicity: 3
* highest occupied orbital energy (alpha / beta): -5.0 / -9.9 eV